{
  "formula": "C7H15NO3",
  "method": "wB97M-V/def2-TZVPD",
  "elements": ["C", "C", "C", "C", "C", "C", "C", "H", "H", "H", "H", "H", "H", "H", "H", "H", "H", "H", "H", "H", "H", "H", "N", "O", "O", "O"],
  "coordinates": [[-0.4837, 1.7580, 1.4019], [-0.2244, 1.4190, -0.1541], [1.2169, 1.3586, -0.6339], [1.4686, -1.2379, -0.7190], [0.4763, -1.7227, 0.2405], [-1.0205, -1.1706, 0.2995], [-1.1984, 0.1170, -0.5257], [-0.2250, 2.8895, 1.7264], [-1.5487, 1.8393, 1.6266], [-0.1575, 1.0022, 2.1103], [-0.8366, 2.0934, -0.7164], [1.7820, 2.1921, -0.1485], [1.1235, 1.4096, -1.6947], [2.9836, 0.2246, -0.9298], [2.3746, -1.7649, -0.8549], [1.1265, -1.4400, -1.7516], [0.5505, -2.8206, -0.0056], [1.6969, -0.7033, 1.3029], [-1.1452, -0.9936, 1.3608], [-2.7622, -1.8414, 0.1206], [-0.9358, -0.3104, -1.5407], [-3.0316, 0.9369, -1.0797], [2.1115, 0.0850, -0.3788], [1.1439, -1.5095, 1.4875], [-1.8934, -2.1604, -0.1712], [-2.5918, 0.3498, -0.3723]],
  "forces_ev_per_a": [[-0.17, 2.44, -0.57], [-2.50, -2.60, 2.66], [1.20, -1.22, 0.85], [1.19, 2.41, -3.16], [0.51, -1.24, 1.30], [2.62, -0.03, -0.14], [1.56, -0.88, -0.26], [0.37, -2.68, -0.84], [-0.31, -0.43, -0.61], [0.73, 0.16, -0.08], [0.45, 1.25, -0.47], [-0.45, -0.47, -0.82], [0.37, 0.66, -0.99], [-1.10, -0.23, 0.61], [0.77, -1.82, 1.08], [-0.61, 1.18, -0.17], [-1.12, 0.72, 0.70], [-0.34, -0.80, 0.38], [-0.33, 0.13, 0.30], [0.09, -0.32, -0.42], [-0.46, 1.15, 0.45], [1.49, -1.37, 1.51], [-2.23, 1.41, -0.51], [-0.34, 0.56, 0.40], [-0.48, 0.03, 0.28], [-0.94, 1.99, -1.47]],
  "lowdin_charge": [-0.06, -0.23, -0.14, -0.22, -0.29, -0.30, -0.28, 0.12, 0.05, 0.06, 0.11, 0.12, 0.09, 0.12, 0.11, 0.13, 0.17, 0.08, 0.14, 0.10, 0.16, 0.15, -0.05, -0.06, -0.01, -0.06],
  "charge": 0,
  "orbital_gap_ev": 10.1,
  "de_lowest_kj_mol": 253.0,
  "mol_weight_g_mol": 161.20,
  "e_lumo_ev": 0.563,
  "energy_ev": -15132.232,
  "smiles": "C[C@H]1CNC[C@@H](O)[C@H](O)[C@H]1O",
  "e_homo_ev": -9.5002
}

---

{
  "formula": "C48H61BrNO4S2",
  "method": "wB97M-V/def2-TZVPD",
  "elements": ["C", "C", "C", "C", "C", "C", "C", "C", "C", "S", "O", "O", "N", "S", "O", "O", "C", "C", "C", "Br", "H", "H", "H", "H", "H", "H", "H", "H", "H", "H", "H", "H", "H", "H", "H", "H", "H", "H", "H", "H", "H", "H", "H", "H", "H", "C", "C", "C", "C", "C", "C", "H", "H", "H", "H", "H", "H", "C", "C", "C", "C", "C", "C", "H", "H", "H", "H", "H", "H", "C", "C", "C", "C", "C", "C", "H", "H", "H", "H", "H", "H", "C", "C", "C", "C", "C", "C", "H", "H", "H", "H", "H", "H", "C", "C", "C", "C", "C", "C", "H", "H", "H", "H", "H", "H", "C", "C", "C", "C", "C", "C", "H", "H", "H", "H", "H", "H"],
  "coordinates": [[4.9204, 1.4209, -1.3779], [5.0645, -0.2063, -1.0978], [5.8702, -0.9111, -2.3827], [6.4129, -2.3566, -1.8273], [5.5457, -3.6578, -2.3212], [3.9195, -3.5039, -2.1840], [3.2830, -4.1466, -0.8041], [1.6881, -3.6559, -0.6884], [1.4175, -2.6822, 0.6025], [-0.4032, -2.2662, 0.8901], [-0.6452, -0.7361, 1.1741], [-0.7828, -2.9875, 2.2422], [-1.4871, -2.9098, -0.3190], [-1.2403, -2.0960, -1.8848], [-0.1008, -1.0194, -1.8065], [-0.8770, -3.2675, -2.8780], [-2.8186, -1.1928, -2.3322], [-3.0075, -0.8655, -3.9272], [-1.6166, -0.7867, -4.7918], [-4.3323, -2.0881, -4.8592], [4.6078, 1.9515, -0.3613], [4.0840, 1.6531, -2.1678], [5.9535, 1.8039, -1.7897], [3.9479, -0.6146, -1.0023], [5.6068, -0.4288, -0.0601], [6.7364, -0.2061, -2.7993], [5.0605, -1.0856, -3.2326], [6.5468, -2.4054, -0.6510], [7.5132, -2.4880, -2.2710], [5.8082, -3.8662, -3.4572], [5.9111, -4.5862, -1.7009], [3.4143, -4.1087, -3.0801], [3.5175, -2.4064, -2.2657], [3.8765, -3.8072, 0.1736], [3.3372, -5.3136, -0.8781], [0.9688, -4.6085, -0.6923], [1.4665, -3.1080, -1.7183], [1.8358, -3.2701, 1.5535], [2.0266, -1.6645, 0.5828], [-2.7813, -0.1390, -1.7727], [-3.7909, -1.7262, -1.9184], [-3.5017, 0.2192, -3.9954], [-0.7377, -0.2173, -4.2686], [-1.8875, -0.2497, -5.8165], [-1.2939, -1.8927, -5.1041], [-1.3875, -6.0948, 0.7037], [-1.9304, -6.4624, 1.9346], [-2.0798, -7.8109, 2.2570], [-1.6767, -8.7929, 1.3516], [-1.1303, -8.4252, 0.1223], [-0.9895, -7.0766, -0.2039], [-1.2744, -5.0437, 0.4514], [-2.2382, -5.6971, 2.6428], [-2.5091, -8.0969, 3.2134], [-1.7884, -9.8438, 1.6047], [-0.8146, -9.1906, -0.5825], [-0.5689, -6.7906, -1.1639], [0.0335, 1.4373, -8.4887], [0.1639, 1.9639, -7.2040], [-0.4978, 3.1429, -6.8623], [-1.2986, 3.7907, -7.8033], [-1.4320, 3.2620, -9.0869], [-0.7628, 2.0880, -9.4315], [0.5521, 0.5202, -8.7558], [0.7825, 1.4553, -6.4687], [-0.3906, 3.5565, -5.8632], [-1.8183, 4.7069, -7.5357], [-2.0574, 3.7661, -9.8197], [-0.8625, 1.6794, -10.4332], [-4.7588, 3.1985, 3.2766], [-3.6290, 3.3901, 2.4819], [-2.7997, 2.3115, 2.1759], [-3.1061, 1.0382, 2.6569], [-4.2380, 0.8460, 3.4485], [-5.0622, 1.9264, 3.7623], [-5.4030, 4.0400, 3.5178], [-3.3941, 4.3810, 2.1015], [-1.9158, 2.4623, 1.5622], [-2.4626, 0.1966, 2.4144], [-4.4775, -0.1466, 3.8220], [-5.9409, 1.7773, 4.3836], [1.6846, -0.6802, 6.0217], [1.1938, 0.5344, 6.4999], [0.2720, 1.2603, 5.7462], [-0.1668, 0.7663, 4.5174], [0.3212, -0.4502, 4.0409], [1.2500, -1.1716, 4.7905], [2.4055, -1.2440, 6.6078], [1.5306, 0.9159, 7.4606], [-0.1051, 2.2099, 6.1160], [-0.8889, 1.3295, 3.9321], [-0.0222, -0.8358, 3.0841], [1.6341, -2.1165, 4.4164], [0.3504, 5.7758, -2.3724], [0.2657, 7.1669, -2.4221], [0.6785, 7.8511, -3.5650], [1.1673, 7.1427, -4.6631], [1.2485, 5.7513, -4.6147], [0.8444, 5.0678, -3.4683], [0.0317, 5.2431, -1.4803], [-0.1217, 7.7183, -1.5690], [0.6186, 8.9355, -3.6009], [1.4845, 7.6754, -5.5557], [1.6280, 5.1993, -5.4712], [0.9129, 3.9842, -3.4289], [-2.1751, 1.9053, 8.6626], [-2.0447, 2.4319, 9.9473], [-2.7064, 3.6110, 10.2890], [-3.5072, 4.2587, 9.3480], [-3.6406, 3.7301, 8.0644], [-2.9714, 2.5560, 7.7198], [-1.6565, 0.9883, 8.3956], [-1.4261, 1.9234, 10.6826], [-2.5992, 4.0246, 11.2881], [-4.0269, 5.1749, 9.6156], [-4.2660, 4.2341, 7.3316], [-3.0711, 2.1474, 6.7181]],
  "forces_ev_per_a": [[0.00, -0.50, 0.60], [-0.49, 0.88, -0.66], [-1.13, -0.36, 1.34], [1.18, -0.49, -0.76], [0.00, 0.25, -0.27], [-0.57, -0.82, 0.06], [-0.28, 0.46, 0.13], [0.08, -0.26, -1.12], [1.97, -0.64, -0.11], [-3.85, 1.82, 4.38], [1.42, -4.31, -1.95], [1.45, 1.20, -4.68], [2.16, 2.65, -0.80], [4.94, -2.15, -0.06], [-3.84, -2.93, -0.41], [-2.13, 4.16, 2.80], [-1.90, 1.13, -0.06], [1.22, 1.93, 0.37], [-0.61, -0.80, -1.44], [1.00, 0.76, 0.74], [0.82, -0.94, -2.27], [1.67, -0.57, 1.48], [-2.08, -0.48, 0.98], [2.53, 0.59, -0.25], [-1.02, 0.60, -2.39], [-1.88, -1.60, 1.09], [1.87, 0.38, 1.63], [-0.49, 0.42, -2.43], [-2.27, 0.08, 1.01], [-0.54, 0.46, 2.32], [-0.77, 1.70, -1.22], [1.05, 1.36, 1.91], [1.06, -2.00, 0.08], [-1.12, -0.67, -2.16], [-0.08, 2.19, 0.24], [1.55, 2.22, 0.35], [0.21, -0.98, 2.43], [-1.50, 1.33, -1.85], [-1.53, -2.03, -0.32], [0.34, -2.44, -1.09], [2.35, 0.74, -0.81], [0.90, -2.60, 0.24], [-1.90, -1.20, -0.71], [0.58, -0.96, 2.21], [-0.53, 2.51, 1.04], [0.07, -0.06, 0.00], [0.00, -0.18, -0.05], [0.09, 0.05, -0.22], [0.02, 0.14, -0.04], [-0.05, 0.07, 0.11], [-0.09, -0.09, 0.26], [-0.10, -0.20, 0.05], [0.11, -0.04, -0.17], [0.06, 0.02, -0.10], [0.01, 0.11, -0.03], [-0.05, 0.08, 0.09], [-0.07, 0.01, 0.10], [-0.09, 0.16, 0.01], [-0.06, 0.08, -0.11], [-0.03, -0.07, -0.17], [0.10, -0.16, -0.04], [0.10, -0.06, 0.11], [0.03, 0.06, 0.20], [-0.08, 0.13, 0.05], [-0.10, 0.07, -0.10], [-0.05, -0.06, -0.13], [0.08, -0.13, -0.03], [0.09, -0.08, 0.11], [0.00, 0.04, 0.13], [0.08, -0.12, -0.01], [-0.02, -0.15, 0.07], [-0.22, 0.00, 0.09], [-0.10, -0.02, -0.01], [0.02, 0.21, -0.04], [0.15, 0.05, -0.10], [0.07, -0.10, -0.03], [-0.03, -0.12, 0.06], [-0.10, -0.09, 0.07], [-0.03, 0.09, -0.05], [0.07, 0.14, -0.07], [0.09, 0.02, -0.07], [-0.10, 0.06, -0.12], [-0.03, -0.04, -0.08], [0.03, -0.16, -0.07], [0.23, -0.05, 0.21], [0.05, -0.07, 0.04], [-0.05, 0.29, 0.21], [-0.07, 0.07, -0.04], [-0.03, -0.03, -0.11], [0.03, -0.09, -0.01], [0.16, -0.11, 0.11], [0.05, 0.18, 0.37], [-0.12, 0.09, 0.02], [0.04, 0.07, -0.13], [0.07, -0.08, -0.13], [0.01, -0.21, -0.03], [-0.07, -0.06, 0.17], [-0.04, 0.09, 0.12], [-0.03, 0.19, -0.01], [0.05, 0.07, -0.14], [0.07, -0.09, -0.12], [0.00, -0.14, 0.00], [-0.04, -0.08, 0.12], [-0.05, 0.08, 0.13], [-0.01, 0.13, 0.02], [-0.08, 0.12, 0.05], [-0.10, 0.10, -0.12], [-0.04, -0.05, -0.18], [0.11, -0.17, -0.02], [0.10, -0.07, 0.12], [0.01, 0.05, 0.14], [-0.06, 0.14, -0.01], [-0.08, 0.08, -0.11], [-0.02, -0.05, -0.12], [0.07, -0.12, -0.04], [0.11, -0.09, 0.09], [0.02, 0.04, 0.10]],
  "lowdin_charge": [-0.16, -0.26, -0.21, -0.24, -0.22, -0.22, -0.20, -0.22, -0.24, 0.69, -0.47, -0.44, -0.35, 0.68, -0.45, -0.44, -0.29, -0.71, -0.18, 0.54, 0.08, 0.07, 0.07, 0.10, 0.11, 0.11, 0.12, 0.11, 0.10, 0.11, 0.11, 0.13, 0.09, 0.12, 0.11, 0.11, 0.09, 0.12, 0.12, 0.13, 0.11, 0.11, 0.08, 0.08, 0.09, -0.08, -0.08, -0.11, -0.12, -0.11, -0.09, 0.05, 0.10, 0.09, 0.09, 0.09, 0.10, -0.10, -0.10, -0.09, -0.09, -0.10, -0.10, 0.10, 0.10, 0.08, 0.10, 0.10, 0.10, -0.12, -0.10, -0.09, -0.09, -0.08, -0.11, 0.09, 0.09, 0.11, 0.09, 0.10, 0.09, -0.11, -0.12, -0.11, -0.07, -0.07, -0.08, 0.09, 0.09, 0.09, 0.08, 0.04, 0.10, -0.09, -0.10, -0.10, -0.10, -0.11, -0.10, 0.10, 0.10, 0.10, 0.10, 0.10, 0.10, -0.09, -0.10, -0.11, -0.11, -0.10, -0.09, 0.10, 0.10, 0.09, 0.10, 0.10, 0.10],
  "charge": -1,
  "orbital_gap_ev": 8.4,
  "mol_weight_g_mol": 860.06,
  "e_lumo_ev": 2.092,
  "energy_ev": -152152.290,
  "e_homo_ev": -6.3527
}

---

{
  "formula": "C4H6S3",
  "method": "wB97M-V/def2-TZVPD",
  "elements": ["C", "C", "C", "C", "H", "H", "H", "H", "H", "H", "S", "S", "S"],
  "coordinates": [[-1.2191, -0.1816, 1.0827], [-1.0245, -0.5903, -0.3216], [0.2026, 0.1365, -1.0092], [1.5404, -0.2685, -0.2865], [-1.2848, 1.0368, 1.2013], [-0.3020, -0.4984, 1.6952], [-2.1026, -0.6044, 1.4617], [0.5261, -0.1664, -1.9327], [1.5056, 1.9421, 0.2136], [1.8786, 0.1946, 0.8078], [-2.2729, -1.4087, -1.1770], [0.1456, 2.0261, -1.0265], [2.4071, -1.6177, -0.7088]],
  "forces_ev_per_a": [[2.10, 2.47, 1.04], [-1.85, 0.69, -2.71], [0.87, 0.49, 3.24], [0.79, -1.63, 2.54], [0.24, -3.03, -0.52], [-1.28, 0.43, -0.62], [-1.00, -0.54, 0.68], [-0.60, -0.89, -2.75], [-3.05, 0.71, -2.69], [-1.15, -0.59, -2.87], [3.03, 1.46, 1.52], [2.97, -1.58, 2.92], [-1.06, 2.00, 0.22]],
  "lowdin_charge": [-0.18, -0.77, -0.75, -0.75, 0.13, 0.10, 0.03, 0.02, 0.10, 0.08, 0.67, 0.63, 0.68],
  "charge": 0,
  "orbital_gap_ev": 7.7,
  "de_lowest_kj_mol": 373.3,
  "mol_weight_g_mol": 150.29,
  "e_lumo_ev": -1.294,
  "energy_ev": -36746.389,
  "e_homo_ev": -8.9890
}

---

{
  "formula": "C4H14N2OS",
  "method": "wB97M-V/def2-TZVPD",
  "elements": ["C", "N", "C", "C", "S", "C", "N", "H", "H", "H", "H", "H", "H", "H", "H", "H", "H", "H", "H", "H", "H", "O"],
  "coordinates": [[0.1428, 1.7732, -1.4818], [0.3919, 1.7365, -0.0477], [0.0669, 0.5311, 0.7175], [1.2463, -0.4346, 0.6918], [2.8694, 0.2949, 1.0426], [-1.1787, -0.2141, 0.2366], [-2.4536, 0.2943, 0.7011], [0.3659, 0.8154, -1.9511], [0.8516, 2.5196, -1.8724], [-0.8224, 2.2227, -1.7333], [0.0375, 2.5460, 0.4295], [-0.1604, 0.8759, 1.7184], [1.2898, -0.9657, -0.2575], [1.2147, -1.2341, 1.4268], [3.2404, 0.7485, -0.1609], [-1.1409, -0.2305, -0.8641], [-1.1402, -1.2743, 0.3662], [-2.4875, 1.2992, 0.6895], [-2.7521, -0.1196, 1.5632], [0.6894, -3.8404, -0.9888], [-0.4570, -3.9640, 0.0913], [0.1862, -3.3800, -0.3169]],
  "forces_ev_per_a": [[0.78, 1.39, 0.36], [-0.29, -0.45, 0.32], [-0.03, -0.26, -0.32], [0.69, -0.05, -0.17], [0.30, -0.01, 0.23], [-0.15, 0.28, -1.12], [0.07, -0.27, -0.79], [-0.32, 0.14, -0.04], [0.05, -0.38, -0.22], [-0.36, -0.76, -0.23], [-0.01, 0.22, -0.14], [0.31, -0.06, 0.46], [-0.01, 0.10, -0.13], [-0.52, 0.01, 0.18], [-0.28, 0.03, -0.05], [-0.25, 0.48, 0.08], [0.18, -0.73, 0.93], [-0.15, 0.11, 0.30], [0.00, 0.26, 0.36], [-0.17, -0.42, 0.02], [0.16, -0.32, -0.29], [-0.01, 0.67, 0.25]],
  "lowdin_charge": [-0.13, -0.11, -0.42, -0.55, 0.69, -0.27, 0.01, 0.08, 0.08, 0.08, 0.10, 0.13, 0.06, 0.06, -0.16, 0.10, 0.09, 0.06, 0.06, 0.04, 0.04, -0.05],
  "charge": 0,
  "orbital_gap_ev": 8.9,
  "de_lowest_kj_mol": 85.1,
  "mol_weight_g_mol": 138.24,
  "e_lumo_ev": 0.556,
  "energy_ev": -20237.147,
  "smiles": "CN[C@@H](CN)CS.O",
  "e_homo_ev": -8.3179
}

---

{
  "formula": "C12H24ClI2IrN2OP2",
  "method": "wB97M-V/def2-TZVPD",
  "elements": ["I", "I", "Ir", "P", "C", "C", "H", "H", "H", "H", "H", "H", "C", "H", "H", "H", "P", "C", "C", "H", "H", "H", "C", "H", "H", "H", "H", "H", "H", "Cl", "N", "C", "O", "C", "C", "C", "N", "C", "C", "H", "H", "H", "H", "H", "H"],
  "coordinates": [[-1.9626, 3.6120, -0.8864], [-3.2665, 0.1218, -0.6505], [-0.9295, 1.2814, -0.3762], [-0.2604, 1.0485, -2.6639], [-0.5551, -0.6274, -3.3077], [-1.0313, 2.1631, -3.8863], [-0.5537, 2.0078, -4.8667], [1.7577, 1.2005, -4.0355], [-0.8952, 3.2055, -3.5734], [1.8427, 2.2410, -2.5792], [-1.5920, -0.9205, -3.1260], [-2.1036, 1.9552, -3.9636], [1.5269, 1.2674, -2.9652], [-0.3480, -0.6488, -4.3848], [2.0855, 0.4932, -2.4302], [0.1091, -1.3395, -2.8091], [-1.1896, 1.6422, 1.9852], [-1.7577, 0.1329, 2.8358], [0.3507, 2.0405, 2.8917], [-2.0567, 3.8961, 2.0120], [-2.2651, 3.0838, 3.5993], [-3.3558, 2.6972, 2.2312], [-2.3299, 2.9577, 2.5077], [0.8394, 2.8937, 2.4105], [0.1318, 2.2793, 3.9406], [-1.9607, 0.3650, 3.8892], [-0.9821, -0.6390, 2.7873], [1.0343, 1.1853, 2.8532], [-2.6661, -0.2452, 2.3580], [1.1680, 2.4282, -0.1020], [3.2798, -4.4458, 1.4106], [1.9701, -4.4316, 0.9944], [1.3182, -5.4638, 0.8474], [1.3848, -3.0888, 0.6947], [2.0664, -1.8659, 0.7541], [1.3903, -0.6889, 0.4330], [0.0839, -0.6662, 0.0741], [-0.5693, -1.8399, 0.0031], [0.0456, -3.0445, 0.3026], [3.6337, -5.3396, 1.6864], [3.7778, -3.6180, 1.6797], [3.1145, -1.7791, 1.0355], [1.8879, 0.2842, 0.4559], [-1.6285, -1.8330, -0.2927], [-0.5398, -3.9579, 0.2261]],
  "forces_ev_per_a": [[-0.68, 1.34, -0.31], [-0.46, 0.08, -0.10], [-0.01, 0.75, -0.03], [0.85, -0.26, -1.43], [-0.17, 0.01, 0.12], [-0.18, -0.09, 0.27], [-0.16, 0.06, 0.35], [-0.26, -0.05, 0.18], [0.09, -0.13, -0.20], [0.02, -0.20, -0.23], [0.07, -0.06, -0.17], [0.12, 0.04, -0.05], [-0.07, 0.18, 0.36], [-0.05, 0.01, 0.22], [-0.04, 0.11, -0.06], [-0.07, 0.09, -0.08], [0.38, -0.06, 1.56], [-0.12, 0.06, -0.14], [0.01, 0.06, -0.43], [-0.01, -0.04, 0.24], [-0.01, -0.03, -0.36], [0.05, 0.07, 0.06], [-0.13, -0.13, -0.23], [-0.08, -0.15, 0.29], [-0.14, -0.13, -0.27], [0.03, -0.07, -0.23], [-0.12, 0.14, 0.02], [-0.09, 0.16, 0.01], [0.04, 0.00, 0.21], [0.09, -0.09, 0.03], [-3.35, -0.94, -1.00], [4.72, 2.65, 1.23], [-0.91, -1.26, -0.19], [-1.38, 0.85, -0.54], [0.28, -0.30, 0.07], [-0.37, -0.28, -0.01], [0.88, -1.46, 0.30], [0.10, 0.05, 0.08], [-0.05, -0.51, 0.03], [0.63, -0.53, 0.21], [-0.02, 0.30, 0.09], [-0.22, 0.04, -0.11], [-0.07, -0.42, 0.05], [0.79, -0.02, 0.19], [0.03, 0.15, 0.01]],
  "mulliken_spin": [1.07, 0.86, 1.36, 0.13, 0.01, 0.02, 0.00, 0.00, 0.00, 0.00, 0.01, -0.01, -0.01, 0.00, 0.00, 0.00, 0.13, 0.01, -0.01, 0.00, 0.00, -0.01, 0.01, 0.00, 0.00, 0.00, 0.00, 0.00, 0.00, 0.29, 0.08, 0.03, 0.89, 0.01, 0.02, -0.01, 0.10, 0.00, -0.01, 0.00, 0.00, 0.01, 0.02, 0.00, 0.00],
  "charge": 3,
  "s2": 8.77,
  "orbital_gap_ev": [5.4, 4.1],
  "de_lowest_kj_mol": 0.0,
  "mol_weight_g_mol": 755.76,
  "multiplicity": 6,
  "e_lumo_ev": [-10.882, -14.183],
  "energy_ev": -67972.688,
  "e_homo_ev": [-16.2681, -18.3017]
}